# 1
C24H15F8IN7OPd | ωB97M-V/def2-TZVPD

The geometry in XYZ format:
```
57
Properties=species:S:1:pos:R:3:forces:R:3:lowdin_charge:R:1
Pd -0.71661 0.63173 1.05262 0.3 -0.1 0.0 1.0184
C 0.10033 0.71673 3.86137 0.0 0.0 0.0 -0.0681
N -0.36315 1.61775 2.78461 -0.1 0.0 0.1 -0.3701
C 0.62840 2.69284 2.56200 0.0 0.0 0.0 -0.0565
C -1.70301 2.17900 3.15791 0.0 0.0 0.0 -0.1633
C -2.33428 2.85124 1.95636 0.0 0.0 0.1 -0.1902
N -2.12718 1.93387 0.85110 0.0 -0.1 0.0 -0.1098
C -2.87418 1.81888 -0.27393 -0.1 0.1 -0.1 -0.1729
C -2.54427 0.83237 -1.21070 0.0 0.0 0.0 -0.1331
F -1.42607 0.04095 -0.92564 -0.1 0.0 0.0 -0.0391
C -3.22393 0.60254 -2.38384 0.0 0.0 0.0 -0.2287
F -2.79970 -0.37819 -3.18456 0.0 0.0 0.0 0.1097
C -4.31855 1.37236 -2.71402 0.0 0.0 0.0 0.0777
C -4.66941 2.36971 -1.81916 0.0 0.0 0.0 -0.2093
F -5.71266 3.15166 -2.08998 0.0 0.0 0.0 0.1199
C -3.98385 2.60052 -0.64158 0.1 -0.1 0.0 -0.1373
F -4.38699 3.60376 0.15628 0.0 0.0 0.0 0.0968
H 0.14876 1.27538 4.79949 0.0 0.0 0.0 0.1070
H 1.09187 0.34435 3.61529 0.0 0.0 0.0 0.0831
H -0.59750 -0.11202 3.94960 0.0 0.0 0.0 0.0743
H 0.74066 3.27686 3.47938 0.0 0.0 0.0 0.1070
H 0.30172 3.33964 1.75276 0.0 0.0 0.0 0.0870
H 1.58423 2.24486 2.30027 0.0 0.0 0.0 0.0908
H -1.57562 2.85650 4.00731 0.0 0.0 0.0 0.1377
H -2.30837 1.32553 3.45902 0.0 0.0 0.0 0.1126
H -1.88746 3.83199 1.76041 0.0 0.0 0.0 0.1203
H -3.39155 3.01663 2.16114 0.0 0.0 0.0 0.1272
H -4.87414 1.21129 -3.62496 0.0 0.0 0.0 0.1427
N -3.49578 -2.95206 3.04690 0.0 0.0 0.0 0.1713
C -3.06390 -1.99136 2.22728 -0.1 0.0 -0.1 -0.6171
O -2.38762 -1.03819 2.60605 0.1 0.0 0.1 -0.0276
C -3.41656 -2.05171 0.75221 0.0 0.0 0.0 -0.5850
I -4.65130 -3.63328 0.05396 0.0 0.0 0.0 0.8721
H -3.26312 -2.89137 4.02407 0.0 0.0 0.0 0.1252
H -4.06058 -3.71567 2.71435 0.0 0.0 0.0 0.0316
H -2.48718 -2.10812 0.19067 0.0 0.0 0.0 0.0402
H -3.91485 -1.11854 0.49922 0.0 0.0 0.0 0.0484
F 2.48317 0.31300 -1.16188 0.0 0.0 0.0 0.1283
C 3.34205 -0.55554 -1.69036 0.0 -0.2 0.2 -0.1287
C 4.07426 -0.19150 -2.74957 0.1 0.0 -0.2 -0.1260
F 3.93011 1.02138 -3.24279 0.0 0.0 0.0 0.1622
C 5.02978 -1.08979 -3.38811 -0.1 -0.1 0.2 0.0005
C 5.14515 -2.39437 -2.74739 0.1 0.1 -0.1 -0.1232
C 4.40763 -2.75141 -1.68553 -0.1 0.0 0.1 -0.1335
F 4.55999 -3.95273 -1.15379 0.0 0.0 -0.1 0.1543
C 3.43563 -1.86812 -1.07839 0.0 0.1 -0.1 0.0047
C 2.66475 -2.24544 -0.01669 0.0 -0.1 0.1 -0.1107
C 1.69159 -1.38441 0.57199 -0.1 0.0 0.0 -0.0791
N 0.86761 -0.76474 1.07247 -0.2 0.3 -0.2 0.1467
C 2.69473 -3.52620 0.62613 0.0 0.0 0.0 -0.1650
N 2.63103 -4.51671 1.20365 0.0 0.0 0.0 0.2216
F 6.01205 -3.25233 -3.24261 0.0 0.0 0.0 0.1667
C 5.73911 -0.74378 -4.49118 0.2 0.1 -0.1 -0.0978
C 5.63238 0.52982 -5.14320 -0.2 0.0 0.0 -0.1464
N 5.54727 1.51871 -5.71997 0.1 0.0 0.0 0.2373
C 6.67542 -1.61067 -5.14629 -0.1 -0.2 0.0 -0.1451
N 7.39971 -2.28362 -5.72975 0.1 0.1 0.0 0.2406
```
Forces are in eV/Å.

Multiplicity = 1
Energy above the lowest of the compared OMol25 structures with the same formula, charge and spin = 1.34 kcal/mol
Total charge = +1
E_LUMO (alpha / beta) = -0.221 / -0.221 Ha
Orbital gap (alpha / beta) = 4.5671 / 4.5654 eV
Highest occupied orbital energy (alpha / beta) = -10.577 / -10.577 eV

=====

# 2
C24H16BrMoN6 | ωB97M-V/def2-TZVPD

The geometry in XYZ format:
```
48
Properties=species:S:1:pos:R:3:forces:R:3:mulliken_spin:R:1
Mo -0.01386 0.21244 -2.06707 0.0 0.0 1.0 2.3129
C 4.34280 -0.55526 -2.15805 -0.1 0.0 -0.1 0.0002
C 3.02710 -0.32347 -2.56369 0.2 0.0 -0.2 -0.0022
N 2.03224 -0.35240 -1.67780 -0.2 0.1 0.1 -0.0052
C 2.33203 -0.62897 -0.38363 -0.2 0.0 0.2 0.0414
C 3.64673 -0.84836 -0.01573 0.1 0.0 0.0 0.0002
N 4.64220 -0.80620 -0.89667 -0.1 0.0 0.0 0.0088
C 1.16562 -0.73092 0.51453 0.3 -0.1 0.4 -0.0471
C 1.19958 -1.08785 1.84802 0.2 0.2 -0.6 -0.0106
C 0.00035 -1.25489 2.54819 0.0 -0.3 1.0 0.0079
C -1.20314 -1.08950 1.85623 -0.2 0.1 -0.6 -0.0141
C -1.17858 -0.72169 0.52521 -0.3 -0.1 0.4 -0.0431
N -0.00867 -0.50725 -0.11251 0.0 0.1 -0.7 0.0056
C -2.35452 -0.58229 -0.35491 0.2 0.0 0.2 0.0369
C -3.66981 -0.76293 0.03148 -0.1 0.0 0.0 -0.0004
N -4.67602 -0.68921 -0.83497 0.1 0.0 0.0 0.0090
C -4.38745 -0.44324 -2.09991 0.1 0.0 -0.1 0.0005
C -3.07169 -0.24695 -2.52353 -0.2 0.0 -0.2 -0.0008
N -2.06552 -0.30788 -1.65202 0.2 0.1 0.1 -0.0039
C 0.00842 -1.63468 3.98077 0.0 0.1 -0.3 0.0052
C 0.98611 -1.12190 4.83709 0.4 0.3 -0.1 0.0062
C 0.96364 -1.48670 6.17682 -0.5 -0.1 -1.1 -0.0023
N 0.03043 -2.31898 6.57397 0.0 -0.7 2.5 0.0073
C -0.91207 -2.85116 5.83246 0.5 0.6 -0.9 -0.0023
C -0.95737 -2.50780 4.48761 -0.4 -0.2 -0.2 0.0065
H 5.15251 -0.53349 -2.87707 0.0 0.0 0.0 0.0008
H 2.78421 -0.11128 -3.59616 0.0 0.0 0.0 -0.0122
H 3.91905 -1.06652 1.00944 0.0 0.0 0.0 -0.0004
H 2.14415 -1.28414 2.33521 0.0 0.0 0.0 -0.0012
H -2.14677 -1.23440 2.36274 0.0 0.0 0.0 -0.0005
H -3.93398 -0.97164 1.06076 0.0 0.0 0.0 -0.0003
H -5.20637 -0.39627 -2.80721 0.0 0.0 0.0 0.0008
H -2.83744 -0.03664 -3.55838 0.0 0.0 0.0 -0.0131
H 1.73413 -0.41506 4.50346 0.0 0.0 -0.2 0.0004
H 1.67230 -1.11007 6.90738 -0.1 -0.1 -0.1 0.0000
H -1.60985 -3.54331 6.29271 0.1 0.1 0.0 0.0000
H -1.71175 -2.96492 3.86138 0.0 0.1 -0.2 0.0000
Br 0.03983 5.63382 -5.27249 0.0 -0.2 0.2 -0.0459
C 0.02443 4.20085 -4.10605 0.0 0.5 -0.2 -0.0498
C 0.01882 4.45991 -2.70854 0.0 -0.1 0.2 -0.0133
C 0.00738 3.43749 -1.80130 0.0 0.1 0.2 0.0346
C 0.00138 2.11517 -2.29306 0.0 -0.3 -0.1 -0.0414
C 0.00539 1.87367 -3.68520 0.0 0.3 -0.6 -0.1357
C 0.01771 2.90488 -4.61020 0.0 -0.6 0.1 0.0225
H 0.02360 5.48921 -2.37457 0.0 0.0 0.0 0.0000
H 0.00295 3.63941 -0.73892 0.0 0.0 0.0 0.0032
H -0.00118 0.83701 -4.10000 0.0 0.0 -0.1 -0.0678
H 0.02096 2.72433 -5.67583 0.0 0.0 0.0 0.0027
```
Forces are in eV/Å.

Multiplicity = 3
Energy above the lowest of the compared OMol25 structures with the same formula, charge and spin = 0.40 kcal/mol
Expectation value of S² = 2.071
Total charge = +3
E_LUMO (alpha / beta) = -0.448 / -0.427 Ha
Orbital gap (alpha / beta) = 3.8648 / 4.4226 eV
Highest occupied orbital energy (alpha / beta) = -16.044 / -16.038 eV

=====

# 3
C24H16Cl2HgINO2 | ωB97M-V/def2-TZVPD

The geometry in XYZ format:
```
47
Properties=species:S:1:pos:R:3:forces:R:3:mulliken_spin:R:1
Hg -0.14849 0.00842 0.46859 0.0 0.1 -0.3 0.6981
I 3.70237 1.50404 0.48921 0.0 0.0 0.0 0.0065
C 3.42624 0.81120 2.44160 0.0 0.1 0.0 0.0235
C 4.53333 0.38882 3.15522 0.0 0.0 0.0 -0.0091
C 4.35062 -0.03103 4.46197 0.0 0.0 0.0 0.0098
C 3.07608 -0.08799 4.99519 -0.1 -0.1 -0.1 -0.0005
C 1.93023 0.26672 4.26960 0.4 -0.5 -0.1 -0.0195
C 0.66328 -0.06276 4.97053 -0.1 0.4 -0.1 -0.0075
C -0.65870 -0.24663 5.04133 0.7 -0.1 1.1 0.0042
C -0.18918 1.70090 2.32813 0.4 0.7 -0.8 0.1007
C 1.03114 1.43046 2.30170 -0.5 -0.7 0.8 0.0533
C 2.13362 0.80827 2.97681 -0.2 0.4 0.0 0.0433
H 5.51670 0.41041 2.70698 0.0 0.0 0.0 -0.0002
H 5.20194 -0.33286 5.05895 0.0 0.0 0.0 0.0009
H 2.95146 -0.45492 6.00675 0.0 0.0 0.0 -0.0007
H 0.93500 -0.34569 5.99404 -0.2 0.1 0.1 -0.0004
H -4.12286 1.09552 3.99102 -0.9 -0.2 -0.6 0.0009
H -3.36497 0.15748 2.08302 -0.3 1.8 0.0 0.0085
Cl -1.75844 -0.05673 3.36736 -0.7 -1.1 -0.6 -0.0221
C -2.63884 -1.64965 3.41960 -0.5 -0.1 -0.3 0.0191
C -2.03510 -2.61721 4.19982 0.2 0.0 -0.2 -0.0046
C -2.41582 -3.94651 4.15846 0.0 0.0 0.1 0.0007
C -3.43043 -4.32306 3.30386 0.0 0.0 -0.1 -0.0012
C -4.07458 -3.36176 2.55658 0.0 0.0 0.1 0.0005
Cl -5.40121 -3.90223 1.54950 0.0 0.0 0.0 -0.0001
C -3.77827 -1.97898 2.59148 -0.2 -0.1 0.4 -0.0057
N -4.65556 -1.14364 1.94729 0.1 0.0 -0.1 -0.0034
C -4.45370 0.29737 2.03179 0.6 -0.7 0.4 0.0126
C -5.03974 0.86641 3.34901 2.1 0.5 1.1 -0.0005
C -5.75560 2.17337 3.28108 -0.2 -0.2 -0.1 0.0030
C -5.74600 2.90745 2.17307 -0.1 0.0 0.0 -0.0012
C -5.21921 2.36592 0.92455 0.0 0.1 -0.1 0.0028
C -4.71204 1.13875 0.81658 -0.4 -0.7 -0.4 0.0033
C -4.31486 0.55244 -0.50872 0.2 0.2 -0.1 0.0169
C -2.77715 0.58092 -0.66551 0.1 0.0 -0.1 0.0093
O -2.23517 1.67634 -0.81012 0.0 0.0 0.1 0.0039
O -2.18480 -0.55239 -0.59864 -0.1 0.0 0.4 0.0641
H -1.21621 -2.29445 4.82563 0.0 -0.1 0.0 -0.0046
H -1.90396 -4.67886 4.76688 0.0 0.0 0.0 -0.0001
H -3.74258 -5.35419 3.21161 0.0 0.0 0.0 -0.0001
H -5.38409 -1.57049 1.40365 -0.1 0.0 0.0 -0.0004
H -5.52129 0.11077 3.97230 -0.4 -0.1 -0.4 -0.0002
H -6.25937 2.51068 4.17925 0.1 0.1 0.0 0.0001
H -6.19418 3.89338 2.15808 0.0 0.0 0.0 -0.0001
H -5.29720 2.97218 0.03005 0.0 0.0 0.0 -0.0001
H -4.73770 1.16160 -1.30785 0.0 0.0 0.0 -0.0005
H -4.67019 -0.47250 -0.61350 0.0 0.0 0.0 -0.0034
```
Forces are in eV/Å.

Multiplicity = 2
Energy above the lowest of the compared OMol25 structures with the same formula, charge and spin = 120.35 kcal/mol
Expectation value of S² = 0.756
Total charge = -1
E_LUMO (alpha / beta) = 0.090 / 0.071 Ha
Orbital gap (alpha / beta) = 6.2147 / 7.3487 eV
Highest occupied orbital energy (alpha / beta) = -3.778 / -5.408 eV

=====

# 4
C24H16Cl2N6O3Pd | ωB97M-V/def2-TZVPD

The geometry in XYZ format:
```
52
Properties=species:S:1:pos:R:3:forces:R:3:mulliken_spin:R:1
Pd 0.26712 0.16520 0.24189 -0.1 0.1 -0.1 0.7630
Cl -1.34391 3.11646 6.50284 0.1 -0.1 0.0 0.0008
C -0.50540 2.27720 5.23973 0.0 0.0 0.1 -0.0260
C -0.82397 2.54270 3.94390 -0.1 0.0 -0.1 0.0862
C -0.12230 1.91113 2.87784 0.1 0.0 -0.2 0.0861
N -0.25884 2.28064 1.61272 -0.2 -0.1 0.2 0.4152
C -1.40879 2.75495 1.04969 0.0 0.0 0.0 -0.0163
O -1.63915 3.89459 0.70634 0.0 0.0 0.0 0.0024
C -2.40068 1.64174 0.71156 0.2 0.1 0.1 -0.0022
C -3.65683 1.96549 0.23307 -0.1 0.0 0.0 -0.0051
C -4.53500 0.93367 -0.06095 0.0 0.1 0.0 0.0110
C -4.12687 -0.37226 0.14888 0.1 -0.1 0.1 -0.0068
C -2.84483 -0.59939 0.62877 0.0 0.0 0.0 0.0176
N -1.98465 0.38340 0.89007 -0.3 0.0 -0.1 0.0349
C 0.81905 0.85456 3.19590 0.0 -0.2 0.2 0.1661
C 1.15358 0.64185 4.54759 0.0 0.0 -0.1 -0.0554
C 0.51510 1.34037 5.54010 0.0 0.0 0.1 0.1498
Cl 0.94508 1.02072 7.18369 0.0 0.0 -0.1 0.0217
N 1.23358 0.10099 2.15062 0.2 0.2 0.0 0.1681
C 2.25970 -0.77890 2.21006 0.1 -0.1 -0.3 -0.0106
O 2.83413 -1.25095 3.17948 0.0 0.0 0.1 0.0697
C 2.77280 -1.17365 0.81606 -0.1 0.3 0.4 0.0140
C 3.68981 -2.20192 0.69272 0.1 -0.1 -0.1 -0.0013
C 4.21625 -2.47288 -0.55897 0.1 -0.1 0.1 0.0040
C 3.82869 -1.69156 -1.63670 0.0 0.2 0.0 0.0046
C 2.89946 -0.68429 -1.42105 0.0 -0.1 0.0 0.0072
N 2.36789 -0.43907 -0.22537 0.1 -0.3 -0.1 0.0445
H -1.56383 3.29874 3.71509 0.0 0.0 0.0 0.0043
H -3.91498 3.00791 0.10805 0.0 0.0 0.0 -0.0007
H -5.52644 1.14701 -0.43989 0.0 0.0 0.0 0.0002
H -4.78324 -1.20745 -0.05434 0.0 0.0 0.0 0.0000
H -2.48341 -1.60430 0.81011 0.0 0.0 0.0 0.0018
H 1.88003 -0.11413 4.79903 0.0 0.0 0.0 -0.0019
H 3.97208 -2.75223 1.57883 0.0 0.0 0.0 0.0013
H 4.93648 -3.27071 -0.68900 0.0 0.0 0.0 0.0000
H 4.24960 -1.83795 -2.62293 0.0 0.0 0.0 -0.0002
H 2.56596 -0.04301 -2.23011 0.0 0.0 0.0 0.0001
N 0.80722 -3.23644 -4.09024 0.0 0.1 0.1 0.0000
C -0.19095 -2.45070 -4.57142 -0.1 0.0 0.0 0.0006
O -0.90467 -2.76947 -5.49940 0.1 0.0 -0.1 0.0001
C -0.36755 -1.13600 -3.87030 0.1 -0.1 0.1 -0.0045
C -0.56328 0.02159 -4.60884 -0.1 0.0 -0.1 -0.0004
C -0.70698 1.22047 -3.93927 0.0 0.0 0.1 -0.0001
C -0.65325 1.22107 -2.55153 -0.1 0.1 0.0 0.0006
N -0.48791 0.11003 -1.83227 0.1 0.0 -0.1 0.0526
C -0.35832 -1.04624 -2.49022 0.1 0.0 0.1 0.0034
H 0.96877 -4.12548 -4.53155 0.0 0.0 0.0 0.0000
H 1.43040 -2.92065 -3.36749 0.0 0.0 0.0 0.0000
H -0.61150 -0.03421 -5.68919 0.0 0.0 0.0 0.0002
H -0.85583 2.14914 -4.47148 0.0 0.0 0.0 -0.0004
H -0.74639 2.14248 -1.98820 0.0 0.0 0.0 0.0016
H -0.24303 -1.93026 -1.87397 0.0 0.0 0.0 -0.0016
```
Forces are in eV/Å.

Multiplicity = 3
Expectation value of S² = 2.037
E_LUMO (alpha / beta) = -0.005 / -0.053 Ha
Orbital gap (alpha / beta) = 7.0556 / 6.2914 eV
Highest occupied orbital energy (alpha / beta) = -7.184 / -7.742 eV

=====

DFT total energy for the records above, in order: -70919.075 -105957.086 -68045.642 -68755.887 eV